(1)
Formula: C3HNO
Source: OMol25
Level of theory: ωB97M-V/def2-TZVPD

CARTESIAN COORDINATES (ANGSTROEM)
C -0.152 1.598 -0.254
C 0.274 0.503 -0.291
C 0.472 -0.834 -0.174
N 0.578 -2.062 0.058
O -0.418 -1.668 1.091
H -0.754 2.462 -0.430

relative energy (zero: lowest compared OMol25 entry of this formula, charge and spin): 130.0 kcal per mole
SMILES string: C#CC1=NO1
E: -6657.369 eV
net charge: 0
gap between HOMO and LUMO: 0.33264 Eh

=====

(2)
Formula: CH4FN2O
Source: OMol25
Level of theory: ωB97M-V/def2-TZVPD

CARTESIAN COORDINATES (ANGSTROEM)
C 1.143 -0.508 -1.218
N 0.468 0.049 -0.434
N -0.423 -2.830 -1.495
O -1.141 -2.305 -0.422
F 0.551 2.609 -0.664
H 1.163 -1.367 -1.902
H -0.902 -1.360 0.112
H 0.492 1.616 -0.361
H -1.223 -2.824 -2.192

relative energy (zero: lowest compared OMol25 entry of this formula, charge and spin): 69.9 kcal per mole
E: -8843.488 eV
net charge: -1
gap between HOMO and LUMO (spin up / spin down): 0.23684 / 0.23689 Eh

=====

(3)
Formula: C25H53BF8O10
Source: OMol25
Level of theory: ωB97M-V/def2-TZVPD

CARTESIAN COORDINATES (ANGSTROEM)
C 4.225 -0.377 0.508
C 2.824 -0.865 0.106
O 1.922 0.245 0.189
C 2.916 -1.474 -1.308
B 1.628 -1.368 -2.246
C 0.969 -2.709 -2.841
C -0.361 -3.130 -2.215
O -1.416 -2.224 -2.536
C -1.936 -1.597 -1.377
C -3.290 -0.980 -1.703
F -4.236 -1.955 -1.526
F -3.392 -0.618 -2.989
C -3.733 0.169 -0.768
F -4.992 0.513 -1.079
F -3.762 -0.341 0.488
C -2.855 1.440 -0.746
F -3.546 2.361 -0.021
F -1.694 1.235 -0.100
C -2.569 2.122 -2.091
F -3.695 2.180 -2.828
F -1.600 1.506 -2.786
C 0.986 0.007 -2.690
C 2.068 1.027 -2.963
C 2.240 2.143 -2.202
C 3.256 3.008 -2.459
C 4.093 2.762 -3.499
C 3.922 1.677 -4.299
C 2.910 0.814 -4.015
H 4.194 0.299 1.364
H 4.919 -1.201 0.650
H 4.607 0.208 -0.331
H 2.556 -1.617 0.840
H 2.228 0.828 0.889
H 3.786 -1.047 -1.809
H 3.127 -2.533 -1.165
H 1.687 -3.527 -2.814
H 0.761 -2.505 -3.897
H -0.265 -3.309 -1.151
H -0.643 -4.086 -2.662
H -1.186 -0.894 -1.033
H -2.126 -2.384 -0.653
H -2.247 3.146 -1.888
H 0.342 -0.110 -3.556
H 0.394 0.373 -1.848
H 1.555 2.327 -1.387
H 3.427 3.884 -1.861
H 4.908 3.443 -3.691
H 4.551 1.476 -5.146
H 2.762 -0.068 -4.626
C -3.839 -2.177 3.184
O -2.904 -2.897 3.980
H -3.856 -2.620 2.191
H -4.840 -2.241 3.620
H -3.545 -1.127 3.101
H -2.903 -2.492 4.854
C -6.664 2.374 -4.130
O -7.863 2.174 -4.876
H -6.092 3.152 -4.628
H -6.892 2.696 -3.110
H -6.069 1.458 -4.100
H -8.367 1.485 -4.436
C 6.929 3.407 -0.590
O 5.798 4.017 -1.203
H 6.786 2.330 -0.630
H 7.847 3.664 -1.125
H 7.020 3.717 0.455
H 5.926 4.969 -1.168
C -4.451 -0.360 7.193
O -3.669 -1.552 7.138
H -3.904 0.428 6.680
H -5.413 -0.509 6.695
H -4.616 -0.069 8.230
H -4.161 -2.239 7.597
C 5.442 2.796 -7.850
O 4.345 3.086 -6.988
H 6.318 2.632 -7.228
H 5.248 1.894 -8.437
H 5.638 3.633 -8.525
H 3.572 3.230 -7.541
C 4.614 -2.382 3.577
O 3.298 -2.400 3.030
H 5.293 -2.771 2.822
H 4.914 -1.363 3.834
H 4.672 -3.014 4.467
H 2.703 -2.056 3.702
C -0.196 -2.531 1.968
O 0.126 -1.961 0.701
H -0.304 -3.605 1.838
H 0.603 -2.341 2.689
H -1.132 -2.126 2.351
H 0.227 -1.008 0.825
C -6.327 -1.043 10.972
O -5.022 -0.982 10.399
H -6.909 -1.759 10.398
H -6.278 -1.376 12.011
H -6.817 -0.067 10.925
H -4.511 -0.348 10.910

SMILES string: C[C@@H](O)CB(CCOCC(F)(F)C(F)(F)C(F)(F)C(F)F)Cc1ccccc1.CO.CO.CO.CO.CO.CO.CO.CO
E: -69671.613 eV
net charge: 0
gap between HOMO and LUMO: 0.31873 Eh

=====

(4)
Formula: C2H6ClCrOS
Source: OMol25
Level of theory: ωB97M-V/def2-TZVPD

CARTESIAN COORDINATES (ANGSTROEM)
Cr 3.503 1.332 -4.157
Cl 2.080 -0.112 -2.636
C 0.066 -0.722 1.809
S -1.507 -0.304 0.966
O -2.003 0.965 1.634
C -0.882 0.245 -0.636
H 0.839 -0.010 1.527
H 0.383 -1.736 1.569
H -0.111 -0.652 2.883
H -1.733 0.575 -1.236
H -0.494 -0.614 -1.186
H -0.141 1.032 -0.537

relative energy (zero: lowest compared OMol25 entry of this formula, charge and spin): 4.7 kcal per mole
E: -55982.780 eV
<S²>: 20.01
spin multiplicity: 9
net charge: +1
gap between HOMO and LUMO (spin up / spin down): 0.14681 / 0.26716 Eh

=====

(5)
Formula: C17H25F8GaNO2S2
Source: OMol25
Level of theory: ωB97M-V/def2-TZVPD

CARTESIAN COORDINATES (ANGSTROEM)
C -5.966 -1.384 -1.498
C -5.614 0.079 -1.019
S -5.504 1.310 -2.375
C -3.782 1.922 -2.562
Ga -2.631 1.903 -0.863
S -1.106 3.669 -1.086
C -3.634 2.262 0.881
C -2.707 2.194 2.178
C -2.598 0.756 2.790
C -3.960 0.250 3.376
O -3.847 -1.176 3.595
C -1.520 0.166 -0.875
C -0.052 0.287 -0.807
C 0.733 -0.945 -0.859
C 0.002 -2.187 -0.965
N -1.336 -2.353 -1.013
C -2.038 -1.191 -0.973
H -6.985 -1.469 -1.936
H -5.964 -2.025 -0.569
H -5.150 -1.788 -2.142
H -6.470 0.404 -0.365
H -4.712 0.001 -0.372
H -3.791 2.975 -2.959
H -3.258 1.312 -3.348
H -0.138 3.362 -0.152
H -3.984 3.333 0.831
H -4.553 1.651 1.045
H -1.732 2.668 1.915
H -3.194 2.880 2.933
H -2.159 0.064 2.017
H -1.867 0.775 3.638
H -4.833 0.401 2.694
H -4.173 0.819 4.312
H -3.408 -1.504 2.794
H 0.463 1.269 -0.757
H 1.843 -0.964 -0.845
H 0.619 -3.118 -1.028
H -3.148 -1.288 -1.045
C 6.037 -1.473 -1.590
C 5.195 -0.208 -1.337
C 5.961 1.059 -0.953
F 6.725 0.902 0.147
F 5.090 2.060 -0.678
F 4.241 -0.499 -0.425
F 4.531 0.058 -2.498
O 6.206 -2.392 -0.509
C 7.183 -2.112 0.447
C 6.596 -1.738 1.812
F 5.688 -0.748 1.720
F 7.576 -1.303 2.642
F 8.030 -1.183 -0.035
F 7.910 -3.245 0.583
H 5.485 -2.050 -2.334
H 6.990 -1.240 -2.069
H 6.602 1.391 -1.775
H 6.107 -2.601 2.270

relative energy (zero: lowest compared OMol25 entry of this formula, charge and spin): 32.4 kcal per mole
E: -119406.862 eV
net charge: -1
gap between HOMO and LUMO: 0.25400 Eh

=====

The highest net charge belongs to which entry?
C2H6ClCrOS

=====

Please write out number 1 again, unchanged.
Formula: C3HNO
Source: OMol25
Level of theory: ωB97M-V/def2-TZVPD

CARTESIAN COORDINATES (ANGSTROEM)
C -0.152 1.598 -0.254
C 0.274 0.503 -0.291
C 0.472 -0.834 -0.174
N 0.578 -2.062 0.058
O -0.418 -1.668 1.091
H -0.754 2.462 -0.430

relative energy (zero: lowest compared OMol25 entry of this formula, charge and spin): 130.0 kcal per mole
SMILES string: C#CC1=NO1
E: -6657.369 eV
net charge: 0
gap between HOMO and LUMO: 0.33264 Eh

=====

The lowest E belongs to which entry?
C17H25F8GaNO2S2